Molecular formula: C38H86N4O7
Method: DFT, the ωB97M-V functional and the def2-TZVPD basis

Properties
- Energy relative to the best compared isomer or geometry (same formula, charge and spin): 276.7 kJ/mol
- Kohn-Sham gap: 8.45 eV
- HOMO: -8.082 eV
- Structure (SMILES): CC1(C)CCCC(C)(C)N1O.CC1(C)CCCC(C)(C)N1O.CC1(C)CCCC(C)(C)N1O.CC1(C)CCCC(C)(C)N1O.CO.CO.O
- Electronic energy: -2244.84175 hartree

Each atom is followed by the atoms it is bonded to, with distances in Å.
CARTESIAN COORDINATES (ANGSTROEM)
1 C -3.00690 3.46018 0.02575  H63 1.090, H118 1.090, O120 1.417, H135 1.090
2 H 3.74963 0.35582 1.22592  C56 1.090
3 H 1.70670 -3.77740 -2.77882  C57 1.090
4 H 1.05324 6.18944 -2.71836  C33 1.090
5 H -4.86551 2.26042 -4.22870  C79 1.090
6 C -1.05271 -2.20687 -4.46907  H89 1.090, C99 1.551, H105 1.090, H117 1.090
7 C -1.99240 -3.53716 5.89128  H29 1.090, H93 1.090, C94 1.527, C113 1.540
8 H -0.52568 2.57471 -4.29035  C44 1.090
9 C 2.86975 4.32248 -1.44157  C12 1.502, H36 1.090, C106 1.564, H133 1.090
10 H -0.40560 4.62532 0.60203  O81 0.960
11 H 3.17506 -5.00100 -1.10420  C83 1.090
12 C 3.49527 3.26537 -0.57671  C9 1.502, H16 1.090, C59 1.585, H122 1.090
13 C 0.28430 -1.36846 3.57761  C22 1.552, H30 1.090, H51 1.090, H112 1.090
14 C 4.22178 -4.26723 0.66329  C37 1.541, H42 1.090, H82 1.090, C83 1.571
15 C -4.56052 -1.83235 3.46887  C31 1.565, H35 1.090, H87 1.090, H90 1.090
16 H 4.52798 3.01472 -0.81921  C12 1.090
17 H 2.78398 4.21566 3.45111  C131 1.090
18 H 0.03636 0.17897 -3.26623  C101 1.090
19 H -4.56864 -4.48440 3.06107  C58 1.090
20 H -2.98283 2.56550 3.30313  C70 1.090
21 H 2.32365 6.83710 -1.62682  C33 1.090
22 C -0.82934 -2.41693 3.83800  C13 1.552, C52 1.619, C94 1.574, N104 1.417
23 H 0.15650 0.22343 -4.91851  C101 1.090
24 H -4.82842 0.04803 -6.43717  C103 1.090
25 H -3.91031 1.39561 -3.02731  C79 1.090
26 H 4.83086 -0.46641 2.40092  C56 1.090
27 H 0.66865 -4.07394 3.48631  C52 1.090
28 H 1.40901 5.32807 3.22649  C131 1.090
29 H -1.96790 -3.61696 6.97808  C7 1.090
30 H 0.99724 -1.77185 4.29671  C13 1.090
31 C -3.35235 -2.80000 3.69781  C15 1.565, C58 1.520, N104 1.525, C113 1.615
32 H -0.32514 0.52744 -0.16848  O110 0.957
33 C 1.41349 6.24077 -1.69090  H4 1.090, H21 1.090, C106 1.535, H134 1.090
34 H -3.90492 -3.97899 5.45175  C113 1.090
35 H -5.56277 -2.24042 3.59955  C15 1.090
36 H 2.78321 3.98367 -2.47396  C9 1.090
37 C 4.23819 -2.97863 1.50737  C14 1.541, C50 1.638, H88 1.090, H115 1.090
38 H 3.77901 -2.78260 -3.33371  C124 1.090
39 H 3.71148 2.67938 1.42158  C59 1.090
40 C -2.13679 -0.88366 -2.51999  H86 1.090, H92 1.090, C99 1.538, H123 1.090
41 C 2.10105 4.09756 1.43315  N47 1.517, C59 1.549, C61 1.597, C131 1.509
42 H 4.04034 -5.15660 1.26679  C14 1.090
43 C 5.71056 -1.43400 0.04447  C50 1.499, H126 1.090, H129 1.090, H132 1.090
44 C -1.22563 1.75727 -4.11728  H8 1.090, H49 1.090, C101 1.544, C107 1.502
45 H -4.00330 1.00040 3.09020  C70 1.090
46 H -2.10506 0.13068 2.30298  O80 0.960
47 N 1.41820 5.05480 0.47425  C41 1.517, O81 1.455, C106 1.466
48 C 0.39655 3.90849 -1.52659  H55 1.090, H76 1.090, C106 1.558, H116 1.090
49 H -1.58080 1.95337 -3.10559  C44 1.090
50 C 4.33164 -1.61561 0.60378  C37 1.638, C43 1.499, C56 1.518, N121 1.447
51 H 0.67898 -1.37955 2.56164  C13 1.090
52 C -0.31154 -3.77092 3.11817  C22 1.619, H27 1.090, H53 1.090, H130 1.090
53 H -0.90452 -4.68092 3.20975  C52 1.090
54 H 2.02094 -0.23674 -0.66772  O67 0.960
55 H 0.72098 3.38168 -2.42399  C48 1.090
56 C 4.02008 -0.59558 1.68395  H2 1.090, H26 1.090, C50 1.518, H108 1.090
57 C 1.78273 -2.94414 -2.08026  H3 1.090, H60 1.090, C96 1.613, H109 1.090
58 C -3.55045 -4.11059 2.95315  H19 1.090, C31 1.520, H72 1.090, H95 1.090
59 C 3.50559 3.64588 0.96161  C12 1.585, H39 1.090, C41 1.549, H74 1.090
60 H 0.87916 -3.04260 -1.47863  C57 1.090
61 C 1.31534 2.72608 1.66275  C41 1.597, H62 1.090, H64 1.090, H114 1.090
62 H 1.08689 2.04576 0.84234  C61 1.090
63 H -3.92049 2.87677 -0.08873  C1 1.090
64 H 0.40062 2.91353 2.22510  C61 1.090
65 H 4.91825 -3.62441 -2.31917  C124 1.090
66 H -4.59923 1.73514 -6.71891  C103 1.090
67 O 2.94512 -0.45358 -0.81085  H54 0.960, N121 1.402
68 H -3.80865 -1.88750 -5.68491  O85 0.960
69 O -2.17304 -1.74844 1.99054  N104 1.393, H128 0.960
70 C -3.06505 1.48055 3.36814  H20 1.090, H45 1.090, O80 1.410, H127 1.090
71 C -3.41482 0.73836 -5.08324  C79 1.577, C103 1.521, C107 1.548, N111 1.477
72 H -3.36626 -3.84824 1.91136  C58 1.090
73 H -3.35162 0.57641 -7.24473  C103 1.090
74 H 4.25811 4.40968 1.15763  C59 1.090
75 H 4.91624 -1.93684 -2.36378  C124 1.090
76 H -0.61379 4.23336 -1.77516  C48 1.090
77 H -1.13498 -1.58732 5.78559  C94 1.090
78 H 0.01456 -0.63485 0.74014  O110 0.957
79 C -4.40663 1.30021 -3.99306  H5 1.090, H25 1.090, C71 1.577, H102 1.090
80 O -2.08967 1.08196 2.43118  H46 0.960, C70 1.410
81 O 0.05808 5.43573 0.82529  H10 0.960, N47 1.455
82 H 5.17047 -4.44374 0.15639  C14 1.090
83 C 3.09474 -4.15248 -0.42475  H11 1.090, C14 1.571, C96 1.514, H100 1.090
84 H 2.85927 5.74260 2.62642  C131 1.090
85 O -3.72582 -1.58087 -4.77897  H68 0.960, N111 1.365
86 H -1.41757 -1.24673 -1.78583  C40 1.090
87 H -4.60960 -1.33159 2.50195  C15 1.090
88 H 3.34008 -3.05952 2.11969  C37 1.090
89 H -0.62213 -2.06092 -5.45973  C6 1.090
90 H -4.53892 -0.99966 4.17191  C15 1.090
91 H -3.72776 -2.34497 6.00332  C113 1.090
92 H -2.96075 -1.58880 -2.41055  C40 1.090
93 H -1.73256 -4.54846 5.57847  C7 1.090
94 C -0.90675 -2.58164 5.40173  C7 1.527, C22 1.574, H77 1.090, H125 1.090
95 H -2.90146 -4.89784 3.33677  C58 1.090
96 C 3.11716 -2.84108 -1.18031  C57 1.613, C83 1.514, N121 1.464, C124 1.607
97 H -2.72030 2.76394 -5.13604  C107 1.090
98 H -2.13677 2.09425 0.97890  O120 0.960
99 C -1.64599 -0.86085 -3.97744  C6 1.551, C40 1.538, C101 1.610, N111 1.510
100 H 2.11089 -4.28514 0.02528  C83 1.090
101 C -0.59488 0.34762 -4.13869  H18 1.090, H23 1.090, C44 1.544, C99 1.610
102 H -5.25785 0.63489 -3.84859  C79 1.090
103 C -4.06261 0.82344 -6.45634  H24 1.090, H66 1.090, C71 1.521, H73 1.090
104 N -2.09687 -2.00326 3.35799  C22 1.417, C31 1.525, O69 1.393
105 H -0.38977 -2.63703 -3.71836  C6 1.090
106 C 1.48348 4.88187 -0.98055  C9 1.564, C33 1.535, N47 1.466, C48 1.558
107 C -2.26938 1.77349 -5.19749  C44 1.502, C71 1.548, H97 1.090, H119 1.090
108 H 3.10411 -0.81292 2.23335  C56 1.090
109 H 1.71246 -2.14340 -2.81645  C57 1.090
110 O 0.12376 -0.31788 -0.15643  H32 0.957, H78 0.957
111 N -2.79509 -0.59245 -4.91893  C71 1.477, O85 1.365, C99 1.510
112 H 0.02779 -0.33976 3.83075  C13 1.090
113 C -3.33018 -3.06703 5.29012  C7 1.540, C31 1.615, H34 1.090, H91 1.090
114 H 1.66196 2.07705 2.46694  C61 1.090
115 H 5.13434 -3.09470 2.11692  C37 1.090
116 H 0.26027 3.05271 -0.86541  C48 1.090
117 H -1.80000 -2.96060 -4.71715  C6 1.090
118 H -3.17220 4.14332 0.85887  C1 1.090
119 H -1.66459 1.71128 -6.10217  C107 1.090
120 O -1.84732 2.68781 0.28212  C1 1.417, H98 0.960
121 N 3.16260 -1.71647 -0.24338  C50 1.447, O67 1.402, C96 1.464
122 H 2.89546 2.41865 -0.91046  C12 1.090
123 H -2.58811 0.05544 -2.19985  C40 1.090
124 C 4.22759 -2.78142 -2.34030  H38 1.090, H65 1.090, H75 1.090, C96 1.607
125 H 0.08617 -2.86056 5.75446  C94 1.090
126 H 6.08771 -2.30998 -0.48326  C43 1.090
127 H -2.78390 1.03479 4.32227  C70 1.090
128 H -2.23617 -2.65394 1.67802  O69 0.960
129 H 5.84550 -0.49382 -0.49029  C43 1.090
130 H -0.16759 -3.72334 2.03876  C52 1.090
131 C 2.25293 4.84342 2.73556  H17 1.090, H28 1.090, C41 1.509, H84 1.090
132 H 6.42064 -1.43492 0.87144  C43 1.090
133 H 3.56004 5.16522 -1.40462  C9 1.090
134 H 0.66069 6.83377 -1.17153  C33 1.090
135 H -3.02828 4.08014 -0.87051  C1 1.090